Record 1
This record from the Open Molecules 2025 dataset describes a structure of composition C2H5NS2 at a distorted geometry. The level of theory is the ωB97M-V functional and the def2-TZVPD basis.

Properties
M	107.2	g/mol
electronic energy	-930.1059	a.u.
max |F|	6.405	eV/Å
Kohn-Sham gap	7.5902	eV
HOMO	-8.638	eV

```
10
C2H5NS2 | the Open Molecules 2025 dataset | the ωB97M-V functional and the def2-TZVPD basis
C 0.33523 -0.71927 0.58752
C -1.04569 0.19553 0.14498
H 2.49901 -0.66099 -0.60962
H 0.89417 -0.21215 -1.38622
H 0.80337 -0.30003 1.83078
H 0.34126 -1.92184 0.50324
H -2.02496 2.20732 -1.01989
N 1.45859 -0.02546 -0.29002
S -0.71051 1.83819 0.24471
S -2.55050 -0.40131 -0.00550
```

=====

Record 2
This record from the Open Molecules 2025 dataset describes an isolated molecule of C5H8 at a distorted geometry. The level of theory is the ωB97M-V functional and the def2-TZVPD basis.

Properties
SMILES string	C=C1C[C@H]1C
M	68.1	g/mol
electronic energy	-195.1845	a.u.
max |F|	3.301	eV/Å
Kohn-Sham gap	9.0745	eV
HOMO	-8.171	eV

```
13
C5H8 | the Open Molecules 2025 dataset | the ωB97M-V functional and the def2-TZVPD basis
C 0.50452 -1.21313 -0.22511
C 1.34261 1.21474 -0.04597
C 0.43861 0.10922 0.39881
C -2.17830 -0.31816 -0.01735
C -0.89963 -0.03558 -0.11750
H 2.32934 1.08095 0.39289
H 0.34165 -2.11658 0.33137
H 0.85437 -1.31410 -1.23677
H 0.38554 0.06943 1.49131
H 1.44197 1.23212 -1.12877
H 0.93996 2.17055 0.28386
H -2.55898 -1.32708 -0.13645
H -2.94169 0.44757 0.00965
```

=====

Record 3
This record from the Open Molecules 2025 dataset describes a cluster of 10 separate species, C33H52N3O17 in total at a distorted geometry. The level of theory is the ωB97M-V functional and the def2-TZVPD basis.

Properties
charge	-1
M	762.8	g/mol
electronic energy	-2731.1586	a.u.
max |F|	13.377	eV/Å
Kohn-Sham gap	5.1695	eV
HOMO	-5.605	eV

```
105
C33H52N3O17 | the Open Molecules 2025 dataset | the ωB97M-V functional and the def2-TZVPD basis
C -2.22989 -0.83349 1.42311
C -1.39889 0.06951 0.66711
O -1.74289 0.47851 -0.38489
N 0.04711 0.44951 1.30811
H -0.19789 0.99751 2.06511
H 0.44311 -0.48049 1.55611
C 0.95611 1.02951 0.34411
H -3.38689 -0.89649 1.35211
H -1.88589 -0.83749 2.42211
H -1.99289 -1.87249 1.19211
H 0.77811 2.21251 0.06011
H 0.90211 0.29551 -0.54689
H 1.92211 1.06751 0.49211
N 0.04811 2.24751 4.11611
O -0.24489 2.04351 5.26611
O -0.73489 2.03851 3.23011
O 1.22711 2.20851 3.82011
N 1.52711 -1.76349 3.40111
O 0.33111 -1.87349 3.51211
O 2.22811 -1.79949 4.46911
O 1.99311 -1.32249 2.26611
C -2.01389 -5.41649 -2.31889
C -2.30789 -4.02849 -2.98189
C -3.63789 -4.12249 -3.85489
O -2.72089 -3.13849 -1.94489
H -1.03889 -5.50549 -1.97389
H -2.27189 -6.25549 -3.08789
H -2.60989 -5.93149 -1.49489
H -1.47289 -3.74749 -3.54089
H -3.66289 -4.89049 -4.65189
H -3.55589 -3.08549 -4.27789
H -4.52189 -4.28749 -3.27589
H -2.07789 -2.99549 -1.42089
C -4.34489 -4.18749 1.28211
C -3.92889 -5.18349 2.41211
C -5.11989 -5.35149 3.41811
O -3.36289 -6.24449 1.90411
H -5.22189 -4.41449 0.61211
H -3.43789 -4.11649 0.63511
H -4.53689 -3.23949 1.71411
H -3.19289 -4.62849 2.96111
H -4.79789 -6.03549 4.33711
H -5.89689 -5.85449 2.70411
H -5.75689 -4.59649 3.68111
H -3.13489 -6.96249 2.59411
C 2.36711 1.63551 -3.07889
C 3.56111 0.65251 -2.76189
C 4.47811 1.19751 -1.68989
O 3.00511 -0.54649 -2.11889
H 1.96211 2.06451 -2.19489
H 1.61511 1.23151 -3.79189
H 2.67011 2.52151 -3.58489
H 4.25111 0.55851 -3.41089
H 5.14511 1.90351 -2.18889
H 5.36311 0.47351 -1.30889
H 4.11711 1.58051 -0.75989
H 3.69711 -1.17049 -1.85189
C 3.86211 3.24251 1.73511
C 5.35511 3.52751 1.95511
C 5.64111 3.82751 3.41811
O 6.21611 2.46351 1.62011
H 3.54911 2.33451 2.29811
H 3.50711 3.06151 0.83511
H 3.20511 4.13551 1.85711
H 5.76111 4.31351 1.19911
H 5.63211 2.93851 4.12611
H 4.97811 4.67651 3.79311
H 6.67111 4.14951 3.41711
H 6.69611 2.46251 0.74511
C 1.61511 -3.79549 0.04811
C 2.50711 -5.07349 0.00911
C 2.81611 -5.58349 -1.33789
O 3.55311 -6.51649 -1.52589
C 2.28311 -4.82749 -2.52289
C 1.48111 -3.64949 -2.42789
C 0.92611 -3.26249 -1.08989
O -0.03089 -2.49249 -1.03689
H 1.23111 -3.41249 1.11611
H 2.74711 -5.68949 0.91311
H 2.86011 -5.07049 -3.57289
H 1.03311 -3.14449 -3.48789
C 0.64311 5.65751 2.73111
C -0.03389 4.96951 1.55211
C -1.09689 5.78251 0.88411
O -1.69889 5.22351 -0.06789
C -1.49389 7.05051 1.28411
C -0.79589 7.78451 2.41311
C 0.22111 7.03651 3.25111
O 0.65711 7.60951 4.21511
H 1.24411 5.10351 3.33511
H -0.07789 3.83351 1.50111
H -2.25889 7.61351 0.78111
H -0.90989 8.82651 2.85511
C -2.69289 2.90951 -5.04989
C -1.44089 3.03151 -4.17089
C -1.71989 2.98851 -2.71989
O -0.80389 3.01551 -1.90489
C -3.06589 2.81951 -2.17989
C -4.19489 2.44351 -3.13989
C -4.01889 2.51851 -4.55289
O -4.94089 2.36651 -5.33989
H -2.74289 2.82151 -6.15189
H -0.54989 3.23051 -4.41689
H -3.19189 2.94851 -1.11189
H -5.32889 2.45851 -2.80089
```

=====

Record 4
This record from the Open Molecules 2025 dataset describes a cluster of 14 separate species, C42H119N7O14 in total at a distorted geometry. The level of theory is the ωB97M-V functional and the def2-TZVPD basis.

Properties
M	946.4	g/mol
electronic energy	-3108.0152	a.u.
max |F|	4.301	eV/Å
Kohn-Sham gap	8.6662	eV
HOMO	-8.522	eV

```
182
C42H119N7O14 | the Open Molecules 2025 dataset | the ωB97M-V functional and the def2-TZVPD basis
C 2.68420 -5.40754 -0.94220
C 4.13775 -5.65526 -0.89162
C 4.48140 -6.67297 -1.97427
O 5.82793 -7.01191 -1.86095
C 6.22635 -7.96569 -2.83776
N 4.90523 -4.40567 -1.00639
H 2.15022 -6.32686 -0.71832
H 2.38654 -4.93059 -1.87955
H 2.39602 -4.70678 -0.14697
H 4.32520 -6.16701 0.06625
H 4.32842 -6.15477 -2.95917
H 3.75592 -7.50575 -1.98179
H 6.20793 -7.51032 -3.83772
H 5.51213 -8.80159 -2.84088
H 7.21028 -8.31510 -2.57053
H 4.45705 -3.75520 -1.65024
H 5.81891 -4.62870 -1.41374
C -0.19888 -1.85773 3.96792
C -0.59563 -3.14437 3.22088
C -1.91233 -3.00294 2.60407
O -2.81399 -2.81611 3.54470
C -4.12294 -3.09505 3.09315
N 0.37191 -3.49450 2.19560
H 0.71177 -2.00097 4.55922
H -0.97080 -1.57429 4.71082
H -0.08664 -0.98079 3.32257
H -0.55900 -3.92109 3.98932
H -2.13809 -3.92946 2.04898
H -1.89844 -2.17087 1.88292
H -4.79436 -2.90571 3.93554
H -4.25991 -4.17130 2.85111
H -4.43729 -2.48518 2.23254
H 0.39329 -2.77291 1.47983
H 1.31332 -3.50401 2.58951
C -6.00017 2.40564 -2.47618
C -4.53794 2.42257 -2.99411
C -4.41666 1.79384 -4.37319
O -5.28972 2.44136 -5.19809
C -5.08559 2.10379 -6.49211
N -4.00555 3.89830 -3.11986
H -6.05907 2.74247 -1.44629
H -6.32394 1.35029 -2.44322
H -6.63140 2.96855 -3.15709
H -3.90174 1.84488 -2.31524
H -4.76085 0.74352 -4.31697
H -3.37512 1.83963 -4.71422
H -4.23843 2.67573 -6.88866
H -5.96879 2.42808 -7.03912
H -4.95700 1.03219 -6.62459
H -4.32688 4.16226 -4.07868
H -4.67401 4.48624 -2.59617
C -1.81135 -3.28932 -2.03910
C -2.94536 -2.31295 -2.15292
C -4.17243 -2.85065 -2.80104
O -3.92502 -3.39779 -4.12119
C -4.42821 -2.64423 -5.13090
N -3.41339 -1.84453 -0.81075
H -0.89839 -2.74345 -1.81852
H -1.69053 -3.89588 -2.94411
H -1.98197 -3.96338 -1.19479
H -2.63628 -1.44622 -2.76139
H -4.97816 -2.11276 -2.76319
H -4.47030 -3.71954 -2.16872
H -3.90433 -1.67569 -5.20936
H -5.50248 -2.41297 -4.99711
H -4.35999 -3.16700 -6.08063
H -3.88861 -2.66456 -0.41778
H -2.59513 -1.67883 -0.23230
C 3.57199 5.13952 5.12440
C 3.43338 3.95163 6.13341
C 2.86786 2.67311 5.43846
O 1.47636 2.72041 5.36527
C 0.90499 1.62694 4.68093
N 4.71003 3.71939 6.82242
H 4.27328 4.90393 4.32660
H 3.81535 6.05485 5.65335
H 2.57489 5.27578 4.67454
H 2.66465 4.21203 6.87964
H 3.26257 1.75545 5.91930
H 3.33143 2.59555 4.42082
H -0.13810 1.93214 4.50458
H 0.77359 0.71603 5.30689
H 1.31053 1.20857 3.75325
H 5.38217 3.32690 6.16260
H 4.61748 3.09449 7.61337
C -2.29294 1.67605 -0.04403
C -1.40507 0.64685 0.60801
C -0.28732 0.25899 -0.30878
O 0.42018 -0.78534 0.38755
C 1.44534 -1.42958 -0.34653
N -0.86977 1.26195 1.91171
H -1.75672 2.61350 -0.23349
H -3.06165 1.96318 0.67770
H -2.75080 1.34700 -0.97302
H -1.98537 -0.21979 0.94231
H 0.41920 1.11939 -0.40154
H -0.54201 -0.01747 -1.34788
H 2.24687 -0.72906 -0.67108
H 1.01253 -1.83373 -1.27325
H 1.95150 -2.21353 0.21164
H -0.52276 2.18393 1.58964
H 0.00297 0.72621 2.05930
C 4.35569 -4.02304 4.63613
C 4.62063 -3.46311 3.26034
C 5.78235 -4.21138 2.55775
O 7.02906 -4.07693 3.28236
C 8.09447 -4.76645 2.68642
N 3.41422 -3.62842 2.47006
H 4.13558 -5.09697 4.54072
H 3.48132 -3.52978 5.06193
H 5.19744 -3.90563 5.30881
H 4.90170 -2.41069 3.40048
H 5.84403 -3.88042 1.50738
H 5.41600 -5.27246 2.55245
H 9.01058 -4.47603 3.19965
H 8.23957 -4.44887 1.63239
H 7.94132 -5.85106 2.67154
H 3.59798 -3.53223 1.46328
H 3.05173 -4.58697 2.53244
C -2.40724 7.53394 -0.76373
C -2.06239 6.09083 -1.08676
O -0.67498 5.93826 -1.04386
H -2.01038 8.25501 -1.49034
H -1.95938 7.87451 0.18651
H -3.47434 7.74015 -0.64785
H -2.50964 5.86102 -2.05646
H -2.55532 5.45425 -0.33479
H -0.44859 5.23129 -1.68638
C -5.27710 0.74856 4.19715
C -4.50913 1.40357 3.04332
O -3.22079 1.74672 3.51470
H -6.31940 0.56852 3.92088
H -5.19994 1.42426 5.04609
H -4.86653 -0.24408 4.37621
H -5.07200 2.25571 2.62593
H -4.38969 0.66958 2.21766
H -2.49540 1.61398 2.83003
C 2.68409 4.61012 1.23451
C 1.28405 4.55198 1.76965
O 0.36727 3.95025 0.80937
H 3.37417 4.93838 2.01895
H 2.75158 5.31109 0.39909
H 2.98014 3.62489 0.88087
H 0.95456 5.53362 2.13503
H 1.23839 3.89093 2.64630
H 0.24098 4.61174 0.08572
C 0.64624 -1.64728 -6.05702
C 0.85146 -2.16678 -4.61779
O 0.97986 -1.11392 -3.65649
H 1.38345 -2.02848 -6.76308
H 0.76125 -0.56398 -6.05325
H -0.36015 -1.88828 -6.38842
H 1.71926 -2.84075 -4.53766
H -0.00265 -2.76364 -4.28935
H 1.94992 -0.94862 -3.59955
C 1.06377 3.94659 -3.80519
C -0.19331 3.09482 -3.81052
O -1.11072 3.52025 -2.71444
H 0.93656 4.98670 -4.07697
H 1.73545 3.49333 -4.56781
H 1.57499 3.86170 -2.84583
H 0.01786 2.04361 -3.56181
H -0.70214 3.11386 -4.78418
H -2.07880 3.41842 -2.96604
C 4.96153 0.55147 -1.89609
C 5.19919 -0.57647 -2.86966
O 3.83920 -1.15099 -3.30022
H 4.14534 1.19601 -2.19138
H 5.86974 1.16632 -1.84456
H 4.76619 0.12108 -0.91705
H 5.79154 -1.34329 -2.36659
H 5.66495 -0.21093 -3.79654
H 3.92278 -2.08940 -3.52756
C -6.07904 3.87667 1.40967
C -6.18132 5.33541 1.76318
O -5.30323 6.14720 0.91521
H -5.02701 3.56665 1.43440
H -6.39941 3.73517 0.38134
H -6.64636 3.26434 2.11047
H -6.02058 5.60296 2.81190
H -7.21657 5.64546 1.54469
H -4.51128 6.37034 1.40887
```

=====

Record 5
This record from the Open Molecules 2025 dataset describes an isolated molecule of C5H9NO at a distorted geometry. The level of theory is the ωB97M-V functional and the def2-TZVPD basis.

Properties
SMILES string	CC[C@@H](O)CC#N
M	99.1	g/mol
electronic energy	-325.9014	a.u.
max |F|	1.273	eV/Å
Kohn-Sham gap	11.6204	eV
HOMO	-10.837	eV

```
16
C5H9NO | the Open Molecules 2025 dataset | the ωB97M-V functional and the def2-TZVPD basis
C -0.91422 1.03421 -1.58279
C -0.38814 0.76518 -0.18423
C 0.30826 -0.59195 -0.03380
O 1.39882 -0.66978 -0.93749
C 0.91214 -0.84134 1.35746
C -0.10720 -0.90455 2.41638
N -0.90776 -0.95883 3.25124
H -1.57271 0.22709 -1.93564
H -1.47609 1.97534 -1.61106
H -0.11778 1.13340 -2.33633
H -1.22605 0.80215 0.52074
H 0.32373 1.54377 0.12700
H -0.41969 -1.39813 -0.24227
H 1.09448 -0.27178 -1.75019
H 1.63428 -0.04930 1.60079
H 1.45791 -1.79550 1.34021
```

=====

Record 6
This record from the Open Molecules 2025 dataset describes an isolated molecule of C4H5NO2S at a distorted geometry. The level of theory is the ωB97M-V functional and the def2-TZVPD basis.

Properties
M	131.2	g/mol
electronic energy	-758.7793	a.u.
max |F|	3.476	eV/Å
Kohn-Sham gap	9.5672	eV
HOMO	-9.478	eV

```
13
C4H5NO2S | the Open Molecules 2025 dataset | the ωB97M-V functional and the def2-TZVPD basis
C 0.61608 0.86270 -0.18148
C -0.45732 0.13647 -0.37210
C 1.70437 0.34272 0.66036
C -1.59766 0.26318 -1.31192
N 1.36860 -0.86383 1.19172
O 2.73736 0.91848 0.86430
O -1.06423 -1.58920 1.73388
S -0.02425 -1.62926 0.73139
H 0.71124 1.83009 -0.58832
H -2.46404 0.94392 -1.05682
H -2.05244 -0.70203 -1.44964
H -1.36201 0.77585 -2.24972
H 1.88432 -1.28910 2.02834
```

=====

Record 7
This record from the Open Molecules 2025 dataset describes an isolated molecule of C5H10O2. The level of theory is the ωB97M-V functional and the def2-TZVPD basis.

Properties
SMILES string	COC[C@H]1C[C@H]1O
M	102.1	g/mol
electronic energy	-346.9257	a.u.
max |F|	0.470	eV/Å
Kohn-Sham gap	10.0581	eV
HOMO	-9.133	eV

```
17
C5H10O2 | the Open Molecules 2025 dataset | the ωB97M-V functional and the def2-TZVPD basis
C 2.35436 -0.34071 0.75262
O 0.96198 -0.14130 0.63657
C 0.54145 -0.23122 -0.71898
C -0.92320 0.09910 -0.92473
C -1.97091 -0.57955 -0.08357
C -1.67195 0.89685 0.11164
O -1.04769 1.52339 1.18198
H 2.63897 -1.34436 0.40508
H 2.62707 -0.23816 1.80507
H 2.91281 0.40131 0.16237
H 1.14665 0.46424 -1.31900
H 0.74448 -1.25550 -1.06715
H -1.15596 0.20097 -1.98427
H -2.91760 -0.75904 -0.59042
H -1.64721 -1.39568 0.55621
H -2.49006 1.53331 -0.21694
H -0.16016 1.14454 1.28559
```

=====

Record 8
This record from the Open Molecules 2025 dataset describes a cluster of 2 separate species, C2H2NO3 in total at a distorted geometry. The level of theory is the ωB97M-V functional and the def2-TZVPD basis.

Properties
charge	-1
M	88.0	g/mol
electronic energy	-357.8697	a.u.
max |F|	3.134	eV/Å
Kohn-Sham gap	7.2525	eV
HOMO	-3.046	eV

```
8
C2H2NO3 | the Open Molecules 2025 dataset | the ωB97M-V functional and the def2-TZVPD basis
C -0.94949 -0.28984 -0.94880
C 0.73938 0.33779 1.48162
N 0.20702 0.06854 -0.57754
O 1.75708 0.95698 1.56443
O -0.14236 -0.25427 1.98058
O 1.10965 0.20253 -1.43960
H -1.21775 -0.39639 -1.91762
H -1.50352 -0.62535 -0.14307
```